Record 1
{"formula": "C13H18N2O5", "method": "ωB97M-V/def2-TZVPD", "species": ["O", "O", "O", "O", "O", "C", "C", "C", "C", "C", "C", "C", "C", "C", "N", "N", "C", "C", "C", "C", "H", "H", "H", "H", "H", "H", "H", "H", "H", "H", "H", "H", "H", "H", "H", "H", "H", "H"], "xyz": [[2.681, 4.554, -0.294], [-1.025, -3.842, -4.070], [-0.115, 0.858, 1.777], [-0.332, -4.877, -2.156], [-2.538, -0.433, 1.863], [3.117, 3.414, -0.372], [-1.259, -4.289, -2.960], [0.640, 1.818, 1.654], [-2.911, -2.668, 1.093], [-2.439, -0.901, -0.479], [-2.949, -3.599, 0.046], [-2.480, -1.822, -1.530], [-2.640, -1.324, 0.834], [-2.716, -3.181, -1.274], [1.180, 2.370, 2.746], [2.389, 2.329, -0.105], [4.554, 3.183, -0.776], [-2.683, -4.158, -2.423], [2.022, 3.565, 2.819], [0.962, 2.349, 0.248], [-0.735, -5.025, -1.291], [-1.707, 0.089, 1.773], [-3.080, -2.979, 2.119], [-2.238, 0.146, -0.679], [-3.158, -4.641, 0.273], [-2.306, -1.479, -2.547], [0.918, 1.931, 3.615], [2.839, 1.430, -0.182], [4.585, 2.526, -1.643], [5.006, 4.140, -1.032], [5.096, 2.732, 0.053], [-3.341, -3.807, -3.224], [-3.042, -5.142, -2.112], [3.046, 3.323, 2.531], [2.028, 3.951, 3.840], [1.640, 4.346, 2.157], [0.579, 3.368, 0.184], [0.414, 1.745, -0.475]], "nbo_charge": [-0.636, -0.574, -0.680, -0.668, -0.715, 0.673, 0.795, 0.679, -0.257, -0.283, -0.213, -0.136, 0.312, -0.089, -0.590, -0.610, -0.708, -0.538, -0.422, -0.322, 0.489, 0.522, 0.224, 0.215, 0.209, 0.212, 0.411, 0.402, 0.227, 0.248, 0.226, 0.248, 0.223, 0.198, 0.216, 0.226, 0.255, 0.232], "e_homo_ha": -0.312, "homo_lumo_gap_ev": 8.92, "largest_force_ha_per_bohr": 0.041, "smiles": "O=C(O)Cc1ccc(O)cc1.CNC(=O)CNC(C)=O", "relative_energy_kj_mol": 25.4}

Record 2
{"formula": "C5H8O", "method": "ωB97M-V/def2-TZVPD", "species": ["O", "C", "C", "C", "C", "C", "H", "H", "H", "H", "H", "H", "H", "H"], "xyz": [[-1.701, 2.032, -0.660], [-1.468, 1.079, 0.169], [-0.119, 0.678, 0.105], [0.369, -0.275, -1.047], [0.759, -1.314, 0.031], [0.608, -0.221, 1.117], [-2.278, 0.729, 0.821], [-0.424, 1.947, -0.680], [-0.375, -0.580, -1.791], [1.246, 0.120, -1.574], [0.004, -2.102, 0.131], [1.744, -1.787, -0.070], [0.060, -0.501, 2.027], [1.576, 0.195, 1.420]], "nbo_charge": [-0.617, 0.350, -0.414, -0.367, -0.399, -0.400, 0.175, 0.444, 0.209, 0.204, 0.200, 0.202, 0.203, 0.211], "e_homo_ha": -0.304, "homo_lumo_gap_ev": 8.78, "largest_force_ha_per_bohr": 0.008, "relative_energy_kj_mol": 414.0}

Record 3
{"formula": "C2H2F2O2Tl", "method": "ωB97M-V/def2-TZVPD", "species": ["F", "H", "O", "O", "C", "C", "F", "H", "Tl"], "xyz": [[1.130, 0.891, 0.543], [-0.475, 1.922, -1.726], [-1.384, 0.227, -1.067], [-0.073, 0.516, 1.448], [-0.414, 0.902, -1.311], [0.975, 0.430, -0.869], [1.037, -0.885, -0.801], [1.842, 0.879, -1.367], [-1.114, -1.454, 0.563]], "nbo_charge": [-0.076, 0.200, -0.493, -0.365, 0.401, 0.472, -0.280, 0.228, 0.913], "e_homo_ha": [-0.545, -0.545], "homo_lumo_gap_ev": [8.55, 8.55], "charge": 1, "largest_force_ha_per_bohr": 0.053, "relative_energy_kj_mol": 0.0}

Record 4
{"formula": "C3H4N4O", "method": "ωB97M-V/def2-TZVPD", "species": ["C", "C", "C", "H", "H", "H", "H", "N", "N", "N", "N", "O"], "xyz": [[1.550, 0.444, 0.057], [-0.928, 0.318, -0.071], [-2.044, -0.424, 0.020], [0.601, 1.940, 0.725], [-0.995, 1.402, -0.224], [-2.088, -1.535, 0.097], [-3.104, -0.006, -0.284], [2.528, -0.482, -0.016], [1.927, -1.676, -0.043], [0.650, -1.548, -0.099], [0.336, -0.202, -0.005], [1.568, 1.768, -0.157]], "nbo_charge": [0.578, -0.076, -0.372, 0.483, 0.218, 0.234, 0.222, -0.332, -0.021, -0.069, -0.278, -0.588], "e_homo_ha": -0.370, "homo_lumo_gap_ev": 9.05, "largest_force_ha_per_bohr": 0.126, "relative_energy_kj_mol": 473.0}

Record 5
{"formula": "C8H12O6", "method": "ωB97M-V/def2-TZVPD", "species": ["C", "C", "C", "O", "C", "O", "O", "H", "H", "H", "H", "H", "H", "C", "C", "C", "O", "C", "O", "O", "H", "H", "H", "H", "H", "H"], "xyz": [[-3.012, 1.038, -4.057], [-2.760, 0.269, -2.795], [-2.133, -1.133, -2.954], [-1.155, -1.160, -1.923], [-0.923, 0.087, -1.465], [-0.064, 0.394, -0.709], [-1.829, 0.950, -1.972], [-2.130, 0.988, -4.701], [-3.257, 2.061, -3.774], [-3.839, 0.675, -4.668], [-3.716, 0.087, -2.284], [-1.691, -1.232, -3.956], [-2.796, -1.985, -2.836], [2.307, 0.790, 1.627], [1.728, -0.290, 2.524], [2.784, -1.198, 3.149], [3.044, -0.589, 4.426], [2.016, 0.229, 4.735], [1.857, 0.740, 5.791], [1.184, 0.367, 3.676], [1.506, 1.348, 1.144], [2.917, 0.414, 0.803], [2.896, 1.470, 2.244], [0.960, -0.837, 1.985], [3.719, -1.294, 2.607], [2.386, -2.190, 3.382]], "nbo_charge": [-0.630, 0.064, -0.088, -0.489, 0.980, -0.583, -0.485, 0.213, 0.235, 0.225, 0.180, 0.177, 0.201, -0.634, 0.060, -0.095, -0.495, 0.968, -0.576, -0.492, 0.242, 0.216, 0.212, 0.207, 0.202, 0.185], "e_homo_ha": -0.394, "homo_lumo_gap_ev": 11.25, "largest_force_ha_per_bohr": 0.038, "smiles": "C[C@H]1COC(=O)O1.C[C@H]1COC(=O)O1", "relative_energy_kj_mol": 20.7}

Record 6
{"formula": "C14H27F3NO5P", "method": "ωB97M-V/def2-TZVPD", "species": ["C", "C", "C", "C", "C", "C", "O", "C", "C", "C", "C", "C", "N", "C", "C", "C", "F", "F", "F", "H", "H", "H", "H", "H", "H", "H", "H", "H", "H", "H", "H", "H", "H", "H", "H", "H", "H", "H", "H", "H", "H", "H", "H", "H", "H", "H", "O", "P", "O", "O", "O"], "xyz": [[5.620, -0.564, 0.872], [4.164, -0.089, 0.204], [4.336, 0.929, -1.069], [3.192, -1.382, -0.060], [3.426, -2.154, -1.485], [1.592, -0.995, 0.234], [0.876, -0.533, -0.964], [0.122, 0.707, -0.725], [1.141, 2.032, -0.705], [0.344, 3.458, -0.527], [-0.653, 3.255, 0.797], [-1.645, 1.972, 0.390], [-0.822, 0.669, 0.456], [-1.764, -0.513, 0.489], [-2.851, -0.572, -0.738], [-4.346, -0.678, -0.073], [-4.690, 0.416, 0.871], [-5.324, -0.737, -1.192], [-4.453, -1.957, 0.676], [5.365, -1.410, 1.651], [5.992, 0.365, 1.523], [6.407, -0.882, 0.064], [3.640, 0.548, 1.068], [4.088, 2.023, -0.706], [5.430, 0.854, -1.492], [3.511, 0.661, -1.886], [3.460, -2.174, 0.793], [3.807, -1.483, -2.364], [4.122, -3.108, -1.421], [2.363, -2.571, -1.832], [1.604, -0.239, 1.127], [1.083, -1.993, 0.622], [-0.558, 0.872, -1.690], [1.770, 1.963, -1.700], [1.901, 1.911, 0.193], [1.133, 4.317, -0.371], [-0.338, 3.650, -1.468], [0.075, 2.889, 1.669], [-1.250, 4.224, 1.069], [-2.065, 2.188, -0.684], [-2.463, 1.872, 1.222], [-0.343, 0.706, 1.398], [-1.153, -1.537, 0.550], [-2.336, -0.449, 1.535], [-2.660, -1.606, -1.301], [-2.723, 0.268, -1.543], [-9.046, -3.206, 1.863], [-7.625, -3.024, 1.305], [-7.299, -4.182, 0.346], [-6.615, -3.020, 2.465], [-7.538, -1.690, 0.546]], "nbo_charge": [-0.649, -0.318, -0.656, -0.242, -0.650, -0.231, -0.600, 0.260, -0.465, -0.426, -0.576, -0.254, -0.541, -0.297, -0.524, 1.005, -0.352, -0.330, -0.306, 0.214, 0.211, 0.200, 0.187, 0.211, 0.206, 0.214, 0.214, 0.211, 0.208, 0.223, 0.146, 0.186, 0.174, 0.230, 0.215, 0.214, 0.181, 0.144, 0.228, 0.211, 0.260, 0.270, 0.253, 0.258, 0.268, 0.220, -1.022, 2.432, -1.013, -0.990, -1.012], "e_homo_ha": 0.061, "homo_lumo_gap_ev": 1.53, "charge": -2, "largest_force_ha_per_bohr": 0.103}

Record 7
{"formula": "C4H13N2O", "method": "ωB97M-V/def2-TZVPD", "species": ["C", "N", "C", "C", "H", "H", "H", "H", "H", "H", "H", "H", "H", "N", "C", "O", "H", "H", "H", "H"], "xyz": [[-0.338, -1.598, 1.125], [0.838, -0.795, 1.484], [1.573, -0.531, 0.230], [0.434, 0.518, 2.002], [0.021, -2.612, 0.903], [-0.927, -1.197, 0.289], [-0.990, -1.693, 2.003], [2.304, 0.272, 0.369], [2.207, -1.402, -0.003], [0.855, -0.337, -0.563], [1.323, 1.079, 2.289], [-0.225, 0.461, 2.872], [-0.132, 1.096, 1.256], [-0.135, 1.260, -2.352], [-1.376, 0.578, -1.793], [-1.560, 0.792, -0.492], [-0.330, 1.554, -3.307], [-0.063, 2.116, -1.802], [-2.248, 0.934, -2.397], [-1.230, -0.496, -2.113]], "nbo_charge": [-0.435, -0.459, -0.429, -0.439, 0.164, 0.240, 0.175, 0.179, 0.166, 0.229, 0.165, 0.174, 0.239, -0.918, 0.144, -0.944, 0.317, 0.341, 0.044, 0.048], "e_homo_ha": -0.099, "homo_lumo_gap_ev": 7.03, "charge": -1, "largest_force_ha_per_bohr": 0.022, "relative_energy_kj_mol": 116.3}

Record 8
{"formula": "C4H3FN2O", "method": "ωB97M-V/def2-TZVPD", "species": ["C", "C", "C", "C", "H", "H", "H", "N", "N", "O", "F"], "xyz": [[1.427, -0.084, -0.161], [2.219, -1.049, 0.214], [-0.046, 0.055, 0.089], [-1.025, 1.003, 0.158], [3.304, -0.935, 0.466], [1.806, -2.131, 0.039], [-0.740, 2.147, 0.587], [-1.990, -0.900, -0.193], [-0.763, -1.077, -0.034], [-2.181, 0.537, 0.064], [1.878, 1.212, -0.202]], "nbo_charge": [0.379, -0.456, -0.101, 0.196, 0.240, 0.244, 0.236, 0.093, -0.171, -0.309, -0.350], "e_homo_ha": -0.350, "homo_lumo_gap_ev": 10.00, "largest_force_ha_per_bohr": 0.156, "smiles": "C=C(F)c1conn1", "relative_energy_kj_mol": 456.0}